P | {
  "formula": "C6H13NO",
  "method": "wB97M-V/def2-TZVPD",
  "symbols": ["C", "C", "C", "C", "C", "N", "C", "O", "H", "H", "H", "H", "H", "H", "H", "H", "H", "H", "H", "H", "H"],
  "coordinates": [[1.817, 2.019, 1.262], [1.772, 0.535, 0.882], [0.551, 0.219, 0.012], [0.359, -1.315, -0.210], [-1.065, -1.632, 0.148], [-2.110, -1.321, -0.680], [-2.120, -0.244, -1.655], [-1.419, -2.139, 1.211], [2.265, 2.591, 0.452], [2.438, 2.179, 2.144], [0.830, 2.414, 1.504], [1.771, -0.064, 1.798], [2.680, 0.278, 0.334], [0.657, 0.740, -0.941], [-0.298, 0.698, 0.508], [0.444, -1.564, -1.250], [0.983, -1.856, 0.481], [-3.030, -1.588, -0.334], [-1.191, -0.212, -2.210], [-2.362, 0.683, -1.148], [-2.970, -0.422, -2.310]],
  "total_charge": 1,
  "spin_multiplicity": 2,
  "homo_lumo_gap_ev": [11.4, 6.4]
}

---

Q | {
  "formula": "C6H13NO",
  "method": "wB97M-V/def2-TZVPD",
  "symbols": ["C", "N", "C", "C", "C", "C", "C", "H", "H", "H", "H", "H", "H", "H", "H", "H", "H", "H", "H", "H", "O"],
  "coordinates": [[-0.390, 2.403, 1.941], [-1.514, -0.343, 1.799], [-0.497, -0.002, 0.940], [0.001, 1.288, 1.012], [1.742, -2.078, -1.412], [1.039, -1.007, -0.645], [-0.123, -1.055, 0.021], [-0.840, 1.917, 2.817], [-1.188, 2.851, 1.337], [0.457, 2.937, 2.348], [-1.756, -1.311, 1.964], [-2.128, 0.428, 2.026], [0.888, 1.516, 0.427], [2.791, -1.890, -1.574], [1.220, -2.176, -2.374], [1.479, -3.080, -1.049], [1.771, -0.233, -0.415], [-0.693, -1.972, 0.083], [-0.033, 0.459, -2.040], [-0.860, 0.158, -3.255], [-0.071, 0.607, -2.969]],
  "total_charge": 1,
  "spin_multiplicity": 2,
  "homo_lumo_gap_ev": [9.4, 7.5]
}

---

P is the most stable structure; the next one sits 0.094 eV above it.

---

P | {
  "formula": "C6H9NO4",
  "method": "wB97M-V/def2-TZVPD",
  "symbols": ["C", "C", "C", "C", "C", "C", "N", "O", "O", "O", "O", "H", "H", "H", "H", "H", "H", "H", "H", "H"],
  "coordinates": [[-1.162, 2.118, 1.602], [-1.080, 0.999, 1.230], [-0.529, -0.802, -0.264], [1.700, 0.663, -2.675], [0.654, -0.332, -2.200], [-0.889, -0.453, 1.165], [0.244, -0.531, 3.284], [-1.025, -1.774, -0.796], [-1.962, -1.275, 1.545], [0.308, 0.052, -0.855], [0.304, -0.734, 1.895], [-0.975, 3.145, 1.687], [1.348, 1.551, -2.930], [2.588, 0.851, -1.977], [2.169, 0.435, -3.662], [1.032, -1.255, -2.005], [-0.100, -0.342, -2.887], [-0.572, -1.024, 3.586], [0.299, 0.439, 3.455], [-2.350, -1.732, 0.800]],
  "total_charge": 0,
  "smiles": "C#C[C@](O)(ON)C(=O)OCC",
  "homo_lumo_gap_ev": 10.6
}

---

Q | {
  "formula": "C6H9NO4",
  "method": "wB97M-V/def2-TZVPD",
  "symbols": ["C", "C", "C", "C", "C", "C", "N", "O", "O", "O", "O", "H", "H", "H", "H", "H", "H", "H", "H", "H"],
  "coordinates": [[-2.680, 1.015, -0.449], [0.247, -0.600, -1.155], [-0.875, -1.204, -0.302], [0.732, 0.636, -0.372], [-1.156, -0.079, 0.688], [2.175, 0.501, 0.139], [-3.429, 1.587, -1.099], [-0.129, 0.788, 0.754], [-0.391, -2.347, 0.364], [-1.748, -0.389, 1.850], [2.589, 1.598, 0.901], [1.038, -1.338, -1.260], [-0.121, -0.320, -2.139], [-1.764, -1.454, -0.894], [0.641, 1.550, -0.976], [2.834, 0.348, -0.729], [2.245, -0.367, 0.799], [-1.063, -2.648, 0.985], [-1.580, 0.313, 2.493], [2.436, 2.409, 0.402]],
  "total_charge": 0,
  "homo_lumo_gap_ev": 10.6
}

---

Q is the most stable structure; the next one sits 2.269 eV above it.